The following is a DFT calculation (the ωB97M-V functional and the def2-TZVPD basis) of a cluster of 2 separate species, C9H14 in total in a non-equilibrium geometry.

Structure (XYZ):
```
23
Properties=species:S:1:pos:R:3:forces:R:3
C -2.432 2.080 -1.635 0.1820 1.3975 0.6858
C -1.217 1.204 -1.556 -0.4034 0.0672 0.8623
C 0.039 1.774 -1.360 0.2603 -0.7456 -0.8624
C 1.156 0.949 -1.281 0.1799 0.3743 0.0809
C 1.048 -0.434 -1.239 -0.2154 -0.0138 -0.9600
C -0.209 -0.993 -1.410 -0.7628 0.0265 0.1953
C -1.338 -0.180 -1.483 0.2897 0.1991 -0.6475
H -2.226 3.045 -2.112 0.1589 -0.2879 -0.3746
H -2.654 2.423 -0.619 -0.2323 -0.2852 0.1179
H -3.354 1.701 -2.051 0.0574 -0.5572 -0.2013
H 0.208 2.835 -1.451 -0.2087 0.2382 0.0825
H 2.124 1.429 -1.376 0.0961 -0.1711 0.4311
H 1.926 -1.059 -1.283 0.1152 -0.0220 0.1967
H -0.399 -2.049 -1.563 0.4483 -0.1051 0.3573
H -2.322 -0.615 -1.608 0.0346 -0.1060 -0.0155
C 1.338 -1.721 2.037 0.1645 1.2011 -0.1749
C 1.104 -1.322 3.498 -0.6501 -1.3248 -0.2334
H 0.475 -1.434 1.434 -0.0784 -0.2022 0.0399
H 2.141 -1.093 1.641 0.1883 -0.2636 -0.1033
H 1.577 -2.759 1.833 -0.0263 -0.1776 0.2887
H 1.828 -1.772 4.176 0.2919 0.3905 -0.0461
H 0.151 -1.764 3.810 -0.0276 0.2867 0.1083
H 1.038 -0.245 3.596 0.1381 0.0812 0.1721
```
Forces are in eV/Å.

multiplicity	1
net charge	0
relative energy (zero: lowest compared OMol25 entry of this formula, charge and spin)	9.8	kcal per mole
frontier orbital gap	10.03	eV
structure (SMILES)	Cc1ccccc1.CC
electronic energy	-351.3146	hartree
molecular weight	122.2	g/mol
LUMO level	1.007	eV
highest occupied orbital energy	-9.0	eV

The following is a DFT calculation (the ωB97M-V functional and the def2-TZVPD basis) of an isolated molecule of C7H12N2 in a non-equilibrium geometry.

Structure (XYZ):
```
21
Properties=species:S:1:pos:R:3:forces:R:3
C -2.468 -0.168 -0.464 -1.2128 1.8196 -0.1362
C -1.053 0.083 -0.018 -0.3445 -4.3222 -3.5414
C -0.346 -1.232 0.069 -1.3419 -3.5032 -1.9644
N 0.996 -1.283 0.451 3.5818 -2.9343 3.0693
C 2.171 -0.716 -0.215 -1.6846 2.2652 -1.6716
C 2.158 0.912 -0.115 6.4351 -4.9606 0.7031
C 1.096 1.599 -0.161 -0.3365 4.3731 2.8168
C -0.304 1.311 -0.126 -2.3414 3.9135 -2.7292
N -0.894 0.835 1.050 7.2795 -0.6879 3.4419
H -3.173 0.681 -0.152 1.0391 -1.0041 -0.2365
H -2.746 -1.053 0.099 -0.5518 -0.2589 -0.3178
H -2.631 -0.254 -1.542 0.2299 -0.4518 0.2227
H -0.797 -1.864 0.915 -0.2172 0.9719 -1.4486
H -0.682 -1.812 -1.024 1.1885 1.0472 2.4773
H 1.250 -2.153 1.153 -0.9439 3.2835 -2.7110
H 2.232 -1.018 -1.267 -0.8421 0.3659 -0.6089
H 3.141 -1.115 -0.018 0.4311 -0.2956 1.7673
H 3.281 1.324 0.205 -3.3128 -0.6725 -1.0628
H 1.287 2.607 0.359 -0.4502 -0.8105 -1.4822
H -0.837 2.240 -0.573 0.3935 -1.8064 0.3461
H -1.682 1.073 1.376 -6.9989 3.6680 3.0661
```
Forces are in eV/Å.

multiplicity	1
net charge	0
relative energy (zero: lowest compared OMol25 entry of this formula, charge and spin)	121.4	kcal per mole
frontier orbital gap	9.13	eV
structure (SMILES)	C[C@@]12CNCC=C[C@@H]1N2
electronic energy	-383.2297	hartree
molecular weight	124.2	g/mol
LUMO level	0.986	eV
highest occupied orbital energy	-8.1	eV

The following is a DFT calculation (the ωB97M-V functional and the def2-TZVPD basis) of an isolated molecule of C6H8O2Si in a non-equilibrium geometry.

Structure (XYZ):
```
17
Properties=species:S:1:pos:R:3:forces:R:3
C -0.823 -2.598 -1.178 0.6307 -0.6574 -0.0542
C -0.135 -1.650 -0.891 0.0916 2.0277 1.1389
Si 0.378 0.024 -0.036 1.3569 -2.2307 -2.4599
C -1.201 0.846 0.060 -0.3371 0.9263 0.5954
C -2.255 1.362 0.332 0.4396 -0.7662 -0.1726
O 1.143 -0.372 1.334 0.8571 1.3319 -0.7054
C 0.492 -0.913 2.415 0.0084 -1.1566 2.8642
O 1.490 0.761 -1.012 -0.3679 -0.6433 2.3935
C 1.174 1.773 -1.907 -1.0233 -0.7371 -1.6676
H -1.148 -3.585 -1.400 -0.4012 0.0316 -0.1540
H -3.251 1.580 0.571 -0.6511 0.5401 0.0989
H 1.138 -1.778 2.876 -1.4513 1.3898 -1.0573
H -0.493 -1.214 2.074 -0.2552 -0.8106 0.4871
H 0.299 -0.195 3.286 0.5281 -0.5169 -1.2896
H 2.101 2.212 -2.263 -0.1143 0.1678 -0.1218
H 0.464 2.519 -1.554 0.2211 0.2325 0.4507
H 0.628 1.227 -2.706 0.4678 0.8712 -0.3462
```
Forces are in eV/Å.

multiplicity	1
net charge	0
relative energy (zero: lowest compared OMol25 entry of this formula, charge and spin)	53.7	kcal per mole
frontier orbital gap	11.09	eV
structure (SMILES)	C#C[Si](C#C)(OC)OC
electronic energy	-673.3300	hartree
molecular weight	140.2	g/mol
LUMO level	0.852	eV
highest occupied orbital energy	-10.2	eV

The following is a DFT calculation (the ωB97M-V functional and the def2-TZVPD basis) of a structure of composition C18H21AsAuN2O4 in a non-equilibrium geometry.

Structure (XYZ):
```
47
Properties=species:S:1:pos:R:3:forces:R:3
Au -0.579 -0.283 -0.875 -0.0135 -0.3068 -0.4515
C -4.712 -1.477 -0.554 0.1105 -0.4676 0.1207
O -5.314 -0.233 -0.831 0.1993 0.5743 -0.0286
C -4.656 0.958 -0.558 -0.5459 0.0019 -0.0538
C -5.468 2.070 -0.612 0.1343 -0.2388 -0.0388
C -4.945 3.350 -0.429 -0.1034 0.2360 -0.0630
C -3.593 3.502 -0.260 0.0756 0.0215 -0.0023
C -2.728 2.395 -0.190 -0.7665 -0.2741 -0.1143
C -1.325 2.673 -0.167 1.0796 0.1925 0.1083
N -0.386 1.806 0.005 -0.9704 -0.2402 -0.0602
N 0.897 2.156 0.112 0.9355 0.9637 0.4577
C 1.787 1.359 -0.416 -1.1372 -0.1164 -0.6097
O 1.549 0.416 -1.270 0.3431 0.0948 0.2164
C 3.170 1.577 0.050 0.7511 0.0769 0.1790
C 4.191 0.692 -0.298 -0.3946 -0.0087 -0.1790
C 5.480 0.868 0.168 0.3065 0.0259 0.1266
C 5.782 1.940 0.994 0.0790 -0.0553 -0.0273
C 4.777 2.830 1.345 0.1591 0.0533 0.0989
C 3.489 2.650 0.885 -0.1077 -0.0939 -0.1377
C -3.263 1.066 -0.237 -0.0331 0.0995 0.0507
O -2.573 0.010 0.003 -0.2548 -0.1745 0.0381
H -5.471 -2.222 -0.813 0.0263 0.0462 0.0058
H -4.461 -1.570 0.505 0.0274 -0.0508 -0.0500
H -3.804 -1.658 -1.132 -0.1129 0.0334 0.0504
H -6.521 1.931 -0.824 -0.0159 -0.0792 0.0533
H -5.610 4.205 -0.455 0.0629 0.0411 -0.0083
H -3.165 4.494 -0.165 0.0284 0.0310 -0.0344
H -1.053 3.719 -0.352 0.1203 -0.0395 0.1354
H 3.959 -0.141 -0.947 -0.0891 -0.0194 -0.0777
H 6.257 0.166 -0.116 -0.0279 0.0236 0.0125
H 6.789 2.081 1.360 0.0709 0.0074 0.0156
H 5.001 3.671 1.989 0.0200 0.0338 0.0286
H 2.704 3.333 1.163 -0.1370 0.0743 0.0134
C 1.605 -1.845 0.754 -0.1169 0.0941 -0.0990
As 0.485 -3.182 -0.058 1.5222 -1.5135 0.8424
C 0.125 -4.457 1.391 0.0115 0.2322 -0.1780
C 1.586 -4.199 -1.321 -0.1899 0.2193 0.0859
O -0.877 -2.730 -0.800 -1.2352 0.4809 -0.6091
H 2.470 -2.278 1.250 0.0041 -0.2262 0.0340
H 1.001 -1.278 1.465 0.0197 -0.0500 -0.0235
H 1.915 -1.162 -0.041 0.0490 -0.0268 0.0565
H 1.053 -4.934 1.708 0.0112 0.0404 -0.0004
H -0.587 -5.219 1.073 0.0562 0.1286 -0.1032
H -0.301 -3.902 2.228 0.0148 -0.0227 -0.0488
H 2.468 -4.633 -0.852 0.0112 0.0612 0.0604
H 1.884 -3.519 -2.122 -0.0050 -0.0397 0.0861
H 0.968 -4.994 -1.749 0.0269 0.1564 0.1219
```
Forces are in eV/Å.

multiplicity	1
net charge	-1
frontier orbital gap	5.96	eV
electronic energy	-3480.3981	hartree
molecular weight	601.3	g/mol
LUMO level	2.552	eV
highest occupied orbital energy	-3.4	eV

The lowest highest occupied orbital energy belongs to which entry?
C6H8O2Si

Number 4 is which compound?
C18H21AsAuN2O4

The lowest LUMO level belongs to which entry?
C6H8O2Si

What is the molecular weight in the second record?
124.2 g/mol